Here is a cluster of 2 separate species, C4H6NO3S in total at a distorted geometry from the Open Molecules 2025 dataset. Energies are from the ωB97M-V functional and the def2-TZVPD basis.

Properties
Orbital gap: 0.299 Ha
Energy above the lowest of the compared OMol25 structures with the same formula, charge and spin: 45.0 kcal per mole
Net charge: -1
2S+1: 1

```
15
Properties=species:S:1:pos:R:3:forces:R:3:lowdin_charge:R:1
C 2.7646 -0.3358 -0.1581 3.295 -0.917 1.235 -0.20
C 0.7578 0.2369 1.3076 0.062 0.486 -0.929 -0.05
C 0.7083 -0.0172 -1.2071 -0.991 1.172 -1.535 0.05
C 1.3723 0.0559 -0.0817 1.067 -1.145 1.070 -0.34
N 3.8854 -0.6842 -0.0143 -3.195 1.071 -0.723 0.11
O -2.7220 0.7180 -1.3929 0.395 0.109 -0.989 -0.53
O -3.8490 0.4438 0.7090 -0.260 -0.230 0.595 -0.51
O -1.7667 -1.0787 0.1975 -0.936 0.850 0.421 -0.41
S -2.5692 0.6431 0.0545 0.277 -0.739 0.412 0.63
H 1.4362 -0.0418 2.1331 -0.391 -0.207 -0.559 0.08
H 0.5915 1.3219 1.3851 -0.372 -0.334 0.300 0.08
H -0.2053 -0.3288 1.2167 0.670 0.561 0.771 0.05
H 1.1101 -0.1504 -2.1792 1.249 -0.508 -0.478 0.07
H -0.2967 0.2925 -1.3858 -0.874 0.124 0.755 0.03
H -1.2173 -1.0754 -0.5842 0.003 -0.294 -0.346 -0.06
```
Forces are in eV/Å.